Here is a 13-piece molecular cluster, C45H81N6O34P overall at a distorted geometry from the Open Molecules 2025 dataset. Energies are from wB97M-V/def2-TZVPD.

Element x y z (Å)
1 C -1.63 1.91 7.64
2 N -1.73 0.54 8.24
3 O -2.49 -0.23 7.66
4 O -0.98 0.45 9.31
5 H -2.26 2.01 6.76
6 H -0.59 1.86 7.32
7 H -1.72 2.73 8.34
8 C 1.18 -2.08 6.71
9 N 2.51 -1.41 6.87
10 O 2.54 -0.35 7.45
11 O 3.48 -1.98 6.33
12 H 0.60 -2.04 7.63
13 H 1.56 -3.10 6.70
14 H 0.65 -1.67 5.86
15 C 2.09 -7.61 2.89
16 N 2.57 -8.71 1.96
17 O 1.93 -8.96 0.93
18 O 3.68 -9.15 2.22
19 H 1.37 -7.08 2.27
20 H 2.99 -7.07 3.18
21 H 1.61 -7.99 3.80
22 C -2.17 -5.31 1.00
23 C -2.32 -4.41 -0.16
24 C -3.77 -3.88 -0.51
25 O -3.73 -2.46 -0.58
26 C -2.64 -2.07 0.08
27 O -2.56 -1.02 0.71
28 O -1.76 -3.15 0.24
29 H -2.34 -4.88 1.99
30 H -1.13 -5.66 1.01
31 H -2.85 -6.16 0.98
32 H -1.90 -4.80 -1.09
33 H -4.45 -4.17 0.30
34 H -4.18 -4.27 -1.44
35 C 5.31 -0.63 1.38
36 C 5.37 -2.10 2.06
37 C 4.57 -2.30 3.29
38 O 3.97 -3.49 3.00
39 C 4.13 -3.88 1.72
40 O 3.66 -4.95 1.33
41 O 4.71 -2.92 1.06
42 H 5.68 -0.74 0.36
43 H 5.78 0.10 2.04
44 H 4.33 -0.16 1.23
45 H 6.41 -2.37 2.27
46 H 3.82 -1.54 3.50
47 H 5.09 -2.45 4.24
48 C 4.51 3.93 3.99
49 C 3.39 3.60 4.96
50 C 3.94 2.44 5.92
51 O 4.45 3.22 6.97
52 C 4.02 4.46 6.97
53 O 4.27 5.25 7.94
54 O 3.28 4.69 5.92
55 H 4.08 4.44 3.13
56 H 4.82 3.00 3.54
57 H 5.38 4.47 4.37
58 H 2.52 3.35 4.37
59 H 4.70 1.82 5.43
60 H 3.05 1.90 6.22
61 C 1.52 -2.37 -5.54
62 C 0.58 -2.54 -4.35
63 C -0.79 -3.17 -4.74
64 O -1.06 -4.14 -3.75
65 C 0.11 -4.36 -2.95
66 O 0.34 -5.36 -2.22
67 O 1.06 -3.50 -3.41
68 H 2.35 -1.68 -5.46
69 H 0.97 -2.16 -6.46
70 H 2.01 -3.33 -5.67
71 H 0.30 -1.58 -3.91
72 H -0.78 -3.67 -5.71
73 H -1.55 -2.39 -4.72
74 C -2.69 -3.00 4.83
75 C -2.85 -4.44 5.32
76 C -3.43 -5.48 4.32
77 O -2.48 -6.40 4.25
78 C -1.38 -6.08 4.93
79 O -0.26 -6.62 4.95
80 O -1.55 -4.87 5.52
81 H -2.32 -2.49 5.72
82 H -3.63 -2.50 4.61
83 H -2.02 -2.74 4.01
84 H -3.42 -4.43 6.24
85 H -3.69 -4.97 3.40
86 H -4.41 -5.68 4.75
87 C 1.01 -0.75 -0.28
88 C 0.41 -0.43 1.07
89 C 0.49 -1.60 2.13
90 O 0.80 -0.86 3.34
91 C 1.48 0.24 3.00
92 O 2.31 0.79 3.71
93 O 1.26 0.54 1.65
94 H 2.09 -0.88 -0.31
95 H 0.51 -0.09 -1.00
96 H 0.58 -1.67 -0.67
97 H -0.59 -0.02 0.93
98 H 1.35 -2.26 1.95
99 H -0.35 -2.28 2.29
100 C -5.55 0.22 -2.33
101 C -4.77 1.44 -2.73
102 C -3.30 1.21 -2.85
103 O -2.96 1.89 -4.06
104 C -4.07 2.05 -4.77
105 O -4.08 2.46 -5.98
106 O -5.18 1.70 -4.05
107 H -5.23 -0.30 -1.43
108 H -5.57 -0.47 -3.17
109 H -6.58 0.47 -2.07
110 H -4.90 2.23 -1.99
111 H -3.08 0.17 -3.10
112 H -2.94 1.40 -1.84
113 C 3.56 -0.28 -2.80
114 C 4.76 -1.33 -2.94
115 C 4.35 -2.74 -2.66
116 O 5.03 -3.45 -3.61
117 C 5.53 -2.61 -4.51
118 O 6.09 -2.93 -5.59
119 O 5.28 -1.41 -4.20
120 H 3.85 0.71 -3.15
121 H 3.39 -0.29 -1.73
122 H 2.71 -0.71 -3.34
123 H 5.58 -1.07 -2.27
124 H 3.28 -2.95 -2.63
125 H 4.75 -3.03 -1.69
126 C 1.27 1.04 -8.75
127 C 0.06 1.46 -7.84
128 C -0.80 0.34 -7.47
129 O -0.33 0.02 -6.22
130 C 0.15 1.13 -5.66
131 O 0.30 1.29 -4.45
132 O 0.56 1.89 -6.63
133 H 1.40 -0.01 -8.48
134 H 2.18 1.58 -8.50
135 H 1.08 1.26 -9.80
136 H -0.55 2.30 -8.16
137 H -0.64 -0.52 -8.12
138 H -1.85 0.59 -7.61
139 O -5.13 6.51 -2.45
140 P -3.69 6.78 -2.15
141 N -3.49 8.33 -1.53
142 C -3.65 8.53 -0.10
143 C -3.74 9.41 -2.59
144 N -2.62 6.75 -3.54
145 C -3.07 6.04 -4.73
146 C -1.17 6.88 -3.53
147 N -2.84 5.61 -1.21
148 C -1.59 5.90 -0.54
149 C -3.08 4.23 -1.32
150 H -3.51 7.71 0.60
151 H -4.72 8.72 -0.02
152 H -3.13 9.40 0.29
153 H -4.75 9.82 -2.61
154 H -3.68 9.00 -3.60
155 H -2.92 10.13 -2.59
156 H -3.78 6.58 -5.36
157 H -2.27 5.62 -5.33
158 H -3.61 5.24 -4.22
159 H -0.75 7.61 -4.23
160 H -0.69 7.12 -2.58
161 H -0.69 5.96 -3.85
162 H -1.57 5.75 0.54
163 H -0.77 5.31 -0.96
164 H -1.24 6.93 -0.58
165 H -2.81 3.66 -0.42
166 H -2.74 3.80 -2.26
167 H -4.15 4.16 -1.46

Summary:
Lowest unoccupied orbital energy (eV): -0.683
Spin multiplicity: 1
Kohn-Sham gap (eV): 7.465
Relative energy (zero: lowest compared OMol25 entry of this formula, charge and spin) (kJ/mol): 0.0